# 1
{"formula": "C3H4GdO2", "method": "the ωB97M-V functional and the def2-TZVPD basis", "species": ["Gd", "H", "H", "C", "C", "O", "C", "O", "H", "H"], "coordinates": [[-0.4556, -1.7602, -0.7486], [0.6298, 1.1941, 0.9557], [-1.9995, -0.1231, 1.3642], [-0.9414, -0.3449, 1.1499], [-0.2470, 0.8025, 0.4027], [0.1467, 0.3591, -0.9055], [1.9594, -0.7434, -1.7285], [2.2823, -0.4586, -2.8515], [-0.9328, 1.6613, 0.2594], [-0.4418, -0.5867, 2.1021]], "homo_energy_ev": [-5.5, -9.0], "spin_multiplicity": 9, "energy_ev": -28101.05160, "orbital_gap_ev": [5.54, 7.76], "relative_energy_kj_mol": 84.9, "mol_weight_g_mol": 229.313, "total_charge": 0, "lumo_energy_ev": [0.067, -1.229]}

---

# 2
{"formula": "C3H4HgO3", "method": "the ωB97M-V functional and the def2-TZVPD basis", "species": ["C", "H", "H", "O", "Hg", "H", "O", "C", "O", "C", "H"], "coordinates": [[0.7931, -0.2462, -0.1010], [-0.7996, -0.7877, 1.2919], [1.0356, 0.0841, -1.1260], [0.3071, 1.4905, 0.3039], [2.5513, -1.1688, 1.1535], [-0.8859, -1.6104, -0.3165], [-1.5367, 2.6065, -0.3235], [-0.6009, -0.6918, 0.2122], [-1.5172, 0.3811, -0.2222], [-0.9580, 1.5818, 0.0319], [1.6112, -1.6392, -0.9043]], "homo_energy_ev": [-3.7, -3.1], "spin_multiplicity": 2, "energy_ev": -13489.76712, "orbital_gap_ev": [7.28, 5.39], "relative_energy_kj_mol": 327.7, "mol_weight_g_mol": 288.652, "total_charge": -1, "lumo_energy_ev": [3.576, 2.332]}

---

# 3
{"formula": "C3H4I2", "method": "the ωB97M-V functional and the def2-TZVPD basis", "species": ["I", "H", "H", "C", "H", "C", "H", "I", "C"], "coordinates": [[1.8904, 1.7654, -0.0138], [-1.0830, -0.5516, -1.4695], [-0.6864, 1.1871, -0.9226], [-0.6111, -0.1775, 0.7071], [-0.8411, 0.6884, 1.3655], [0.6894, -0.0143, -0.0088], [-0.6633, -1.2131, 1.0519], [1.8916, -1.8172, 0.0092], [-0.5865, 0.1328, -0.7192]], "homo_energy_ev": -9.3, "energy_ev": -19375.47284, "orbital_gap_ev": 9.20, "relative_energy_kj_mol": 48.0, "mol_weight_g_mol": 293.873, "total_charge": 0, "lumo_energy_ev": -0.146}

---

# 4
{"formula": "C3H4I2", "method": "the ωB97M-V functional and the def2-TZVPD basis", "species": ["C", "H", "I", "C", "H", "I", "C", "H", "H"], "coordinates": [[-0.5528, -0.2144, 0.2019], [0.0395, -1.1629, 0.4378], [-2.8929, -0.8565, 1.9060], [-0.1967, 0.5035, -0.8990], [-0.7451, 1.4867, -0.9761], [-1.4502, 2.3491, 1.4772], [-1.2716, 0.2868, 1.3309], [0.3239, 0.0997, -1.7740], [-0.2943, -0.2236, 3.1466]], "homo_energy_ev": [-9.4, -8.3], "energy_ev": -19371.99053, "orbital_gap_ev": [8.19, 7.54], "relative_energy_kj_mol": 384.0, "mol_weight_g_mol": 293.873, "total_charge": 0, "lumo_energy_ev": [-1.181, -0.722]}

---

# 5
{"formula": "C3H4I2O", "method": "the ωB97M-V functional and the def2-TZVPD basis", "species": ["C", "C", "I", "I", "H", "C", "H", "O", "H", "H"], "coordinates": [[-0.5107, 0.1042, 0.1622], [-0.9147, -1.0760, 0.6246], [0.4198, -2.6941, 0.5148], [-2.6469, -1.4518, 1.6816], [1.1425, -0.3263, -1.1241], [0.8474, 0.3679, -0.3769], [1.6145, 0.3772, 0.2798], [0.9909, 1.7001, -0.9555], [-1.0151, 1.1045, 0.3744], [0.0723, 1.8942, -1.1809]], "homo_energy_ev": -9.3, "energy_ev": -21422.86856, "orbital_gap_ev": 9.17, "relative_energy_kj_mol": 123.6, "mol_weight_g_mol": 309.872, "total_charge": 0, "lumo_energy_ev": -0.119}

---

# 6
{"formula": "C3H4IN", "method": "the ωB97M-V functional and the def2-TZVPD basis", "species": ["I", "H", "H", "H", "C", "N", "H", "C", "C"], "coordinates": [[3.6766, -0.0478, -0.1947], [-2.3241, 1.2500, -0.8623], [1.1389, -1.8733, -0.3447], [-0.1540, -0.5648, 0.2154], [0.8008, -0.9073, 0.0334], [1.6357, 0.0354, 0.1494], [0.2661, 1.6991, 1.1697], [-1.4610, 1.5273, -0.1687], [-0.5390, 1.6374, 0.5936]], "homo_energy_ev": -9.2, "energy_ev": -12762.27366, "smiles": "C=NI.C#C", "orbital_gap_ev": 9.12, "relative_energy_kj_mol": 313.4, "mol_weight_g_mol": 180.976, "total_charge": 0, "lumo_energy_ev": -0.076}

---

# 7
{"formula": "C3H4INO", "method": "the ωB97M-V functional and the def2-TZVPD basis", "species": ["I", "H", "H", "H", "N", "C", "C", "O", "H", "C"], "coordinates": [[2.1283, -0.2849, 0.2663], [0.0767, 1.2085, 0.7224], [0.8120, -1.5816, 1.8046], [-0.7306, 0.1173, -2.0253], [1.0560, -1.7137, 0.8418], [-0.6067, 0.2284, -0.8838], [-1.4412, -0.4182, -0.0916], [-2.2826, -0.8251, 0.6049], [0.6868, 2.0976, -0.8872], [0.3014, 1.1716, -0.3523]], "homo_energy_ev": -8.1, "energy_ev": -14809.15066, "orbital_gap_ev": 8.05, "relative_energy_kj_mol": 411.3, "mol_weight_g_mol": 196.975, "total_charge": 0, "lumo_energy_ev": -0.011}

---

# 8
{"formula": "C3H4INO", "method": "the ωB97M-V functional and the def2-TZVPD basis", "species": ["N", "O", "H", "C", "C", "H", "H", "C", "H", "I"], "coordinates": [[0.3918, -0.7200, -1.0695], [0.6825, -0.6576, 1.1685], [0.5974, 1.3995, 0.9159], [-0.1465, 0.5102, 0.7996], [1.0019, -1.0892, -0.0302], [-0.2330, 1.7263, -1.2613], [1.7243, -1.9293, -0.1122], [-0.5302, 0.2668, -0.6568], [-0.9986, 0.5523, 1.4449], [-2.4896, -0.0590, -1.1989]], "homo_energy_ev": -9.2, "energy_ev": -14811.07547, "orbital_gap_ev": 9.36, "relative_energy_kj_mol": 225.6, "mol_weight_g_mol": 196.975, "total_charge": 0, "lumo_energy_ev": 0.183}